A gas-phase ion, C7H14N (charge +1). Source: the OMol25 dataset; level of theory: ωB97M-V with the def2-TZVPD basis set.

Structure (XYZ):
```
22
Properties=species:S:1:pos:R:3:forces:R:3:lowdin_charge:R:1
C 3.782 -0.535 0.184 -0.6 0.0 -0.3 0.0493
C 2.685 0.204 0.261 0.1 0.9 0.2 -0.1654
C 1.376 -0.134 -0.306 -0.3 -0.6 0.0 -0.3329
C 1.191 -0.461 -1.580 0.2 0.6 -0.7 0.0592
C 0.219 -0.159 0.690 0.0 -0.3 -0.7 -0.1495
C -0.924 0.788 0.294 0.2 0.7 1.3 -0.1792
C -2.307 0.431 0.827 -0.1 -1.0 -1.3 -0.0996
N -3.119 -0.174 -0.348 0.3 -0.2 0.5 0.1908
H 3.706 -1.473 -0.347 0.3 -0.2 0.0 0.0709
H 4.712 -0.208 0.620 0.1 -0.1 0.0 0.0654
H 2.694 1.161 0.788 0.2 -0.2 0.1 0.1131
H 1.935 -0.280 -2.349 0.3 -0.3 0.3 0.0802
H 0.253 -0.767 -2.024 -0.4 -0.1 0.3 0.0575
H -0.138 -1.190 0.756 0.0 -0.1 0.1 0.1208
H 0.600 0.130 1.665 -0.1 -0.1 0.2 0.1176
H -0.938 1.028 -0.765 0.0 -0.2 -0.2 0.1117
H -0.679 1.721 0.801 0.0 0.3 -0.3 0.1266
H -2.906 1.269 1.140 0.0 0.3 0.4 0.1266
H -2.275 -0.377 1.554 0.0 0.3 0.3 0.1337
H -4.074 -0.420 -0.084 -0.1 0.3 0.0 0.1699
H -2.684 -1.046 -0.657 0.1 0.1 -0.2 0.1681
H -3.111 0.493 -1.120 -0.2 -0.1 -0.1 0.1655
```
Forces are in eV/Å.

Output
maximum force = 1.64 eV/Å
SMILES = C=CC(=C)CCC[NH3+]
energy = -329.56999 Eh
total charge = +1

=====

A molecular structure, C2H2INO2S. Source: the OMol25 dataset; level of theory: ωB97M-V with the def2-TZVPD basis set.

Structure (XYZ):
```
9
Properties=species:S:1:pos:R:3:forces:R:3:lowdin_charge:R:1
C -0.989 -1.159 -0.366 -3.1 -0.9 -3.4 -0.2922
C 0.172 -1.187 0.370 1.7 -1.5 1.4 -0.3464
N -2.020 -1.166 -0.928 2.3 0.2 1.3 0.1731
O 1.966 -2.610 -0.912 -0.1 -0.4 0.2 -0.3014
O 2.356 -2.221 1.581 -2.1 0.0 -2.4 -0.3355
S 1.522 -2.187 0.372 -0.1 0.9 1.4 0.6932
I 3.091 0.479 -0.139 0.3 0.8 -0.3 0.6218
H -0.152 -0.956 1.342 0.6 0.4 1.8 0.0833
H 1.479 0.302 -0.277 0.5 0.4 -0.1 -0.2958
```
Forces are in eV/Å.

Output
maximum force = 4.72 eV/Å
energy = -978.39340 Eh

=====

C10H11N3O in the gas phase. Source: the OMol25 dataset; level of theory: ωB97M-V with the def2-TZVPD basis set.

Structure (XYZ):
```
25
Properties=species:S:1:pos:R:3:forces:R:3:lowdin_charge:R:1
N 4.283 -2.338 0.261 -3.6 4.0 -0.7 0.1434
C 3.539 -1.409 0.103 4.1 -2.8 0.2 -0.1747
C 2.789 -0.180 -0.113 -0.5 2.0 2.3 -0.1731
C 3.177 1.175 0.380 0.3 -0.8 -2.7 -0.0601
N 2.292 2.198 0.293 -0.4 -0.5 0.8 0.0453
C 0.994 1.963 0.097 -0.2 -3.2 -1.6 -0.0322
C 0.539 0.630 -0.260 -0.8 1.2 -0.7 -0.2274
O -0.774 0.466 -0.639 0.1 2.1 1.7 -0.0510
C -1.338 -0.813 -0.512 0.0 -0.6 1.0 -0.1668
C -2.865 -0.884 -0.365 2.1 3.0 -0.8 -0.2959
C -3.165 -0.841 1.060 -3.3 0.3 2.2 -0.1528
C -4.364 0.106 0.670 -1.3 -0.8 -1.4 -0.1661
N -3.686 0.404 -0.679 0.8 -1.2 1.3 0.0085
C 1.424 -0.392 -0.421 2.1 -2.2 0.8 0.0066
H 4.266 1.542 0.428 -1.8 -1.1 0.4 0.1351
H 0.172 2.656 -0.070 0.7 0.9 0.6 0.1232
H -0.830 -1.406 0.308 -0.7 0.6 -0.7 0.1522
H -1.092 -1.196 -1.412 0.9 -2.3 -3.0 0.0883
H -3.311 -1.617 -0.991 -0.1 -1.1 0.0 0.1353
H -2.531 -0.247 1.735 0.4 -0.2 -0.8 0.1225
H -3.366 -1.776 1.584 -0.2 -0.1 -0.1 0.1077
H -5.424 -0.315 0.409 2.1 0.3 0.8 0.1328
H -4.497 0.973 1.277 -0.2 0.6 0.5 0.0784
H -3.038 1.176 -0.519 -0.1 0.0 -0.1 0.0738
H 1.240 -1.500 -0.591 -0.6 1.8 -0.2 0.1472
```
Forces are in eV/Å.

Output
maximum force = 5.43 eV/Å
SMILES = N#Cc1cncc(OC[C@H]2CCN2)c1
energy = -627.01409 Eh

=====

C16H14F3N3O3S in the gas phase. Source: the OMol25 dataset; level of theory: ωB97M-V with the def2-TZVPD basis set.

Structure (XYZ):
```
40
Properties=species:S:1:pos:R:3:forces:R:3:lowdin_charge:R:1
C 0.505 -4.814 -2.564 0.4 0.8 -0.2 -0.1175
C -0.047 -4.430 -1.208 -0.7 -0.1 0.3 -0.2908
S 1.193 -4.358 0.114 0.9 -1.7 1.9 0.7571
O 0.550 -4.502 1.426 0.4 1.4 -2.1 -0.3077
O 2.250 -5.355 -0.112 -1.4 2.2 -0.5 -0.3025
N 1.902 -2.735 -0.065 -1.1 -2.1 0.4 -0.1263
C 3.166 -2.591 -0.617 0.7 0.4 -1.0 -0.1283
C 3.426 -1.254 -0.712 -1.3 0.2 0.7 -0.0527
C 2.267 -0.558 -0.110 1.8 0.1 -1.0 -0.0236
C 1.345 -1.479 0.243 0.6 0.0 0.0 -0.2335
C 0.039 -1.225 0.945 0.6 -0.3 0.0 -0.0598
N -0.195 0.208 1.154 0.3 -0.2 0.6 0.0178
C 0.377 0.820 2.226 0.7 2.7 0.7 -0.1053
N 0.300 2.114 2.479 0.0 -1.9 0.0 0.1244
C -0.518 2.912 1.674 0.2 -0.3 0.8 -0.2258
C -0.688 4.260 1.998 0.2 0.8 0.0 0.0025
C -1.508 5.067 1.238 -0.2 -1.0 -0.5 0.0079
C -2.213 4.527 0.122 0.7 1.3 0.7 -0.0918
C -3.102 5.486 -0.696 0.7 -0.5 -0.7 -0.4965
F -2.811 6.807 -0.503 -0.4 -1.3 0.1 0.1146
F -2.889 5.257 -2.046 -0.7 0.2 1.3 0.0978
F -4.419 5.297 -0.415 1.0 0.3 -0.5 0.1321
C -1.998 3.212 -0.221 -0.9 -0.2 -0.7 0.0664
C -1.212 2.383 0.605 0.7 0.4 0.0 -0.0630
C -1.011 0.965 0.333 -1.4 0.0 -1.4 -0.3695
O -1.623 0.475 -0.589 0.1 -1.1 -0.6 0.0904
H 1.249 -4.061 -2.911 -0.3 -0.7 0.2 0.0914
H -0.316 -4.774 -3.294 0.2 -0.2 0.2 0.0868
H 0.931 -5.812 -2.488 0.1 0.1 -0.4 0.0775
H -0.561 -3.470 -1.235 0.2 0.2 0.1 0.0915
H -0.823 -5.164 -0.897 0.7 0.3 0.2 0.1186
H 3.780 -3.422 -1.024 -0.9 0.6 0.7 0.1334
H 4.279 -0.797 -1.195 -0.1 -0.1 0.3 0.0961
H 2.221 0.522 0.029 -0.2 -0.4 -0.1 0.1136
H -0.755 -1.651 0.360 -0.7 0.1 -0.1 0.1144
H 0.083 -1.730 1.910 -0.3 0.1 0.1 0.1320
H 1.014 0.224 2.904 -0.5 0.1 -0.6 0.1508
H -0.137 4.695 2.830 -0.1 -0.3 -0.1 0.1203
H -1.580 6.109 1.462 -0.2 0.4 0.1 0.1110
H -2.471 2.845 -1.148 0.3 -0.2 0.7 0.1458
```
Forces are in eV/Å.

Output
maximum force = 2.89 eV/Å
SMILES = CCS(=O)(=O)n1cccc1Cn1cnc2ccc(C(F)(F)F)cc2c1=O
energy = -1705.88644 Eh